No. 1
{
  "formula": "C4H10NSi",
  "method": "wB97M-V/def2-TZVPD",
  "elements": ["C", "C", "N", "Si", "C", "C", "H", "H", "H", "H", "H", "H", "H", "H", "H", "H"],
  "positions_angstrom": [[1.211, 1.151, 2.721], [0.704, 0.555, 1.555], [0.392, 0.299, 0.489], [-0.141, -0.110, -1.129], [0.516, -1.821, -1.439], [-2.021, 0.367, -1.035], [1.794, 1.986, 2.155], [0.531, 1.590, 3.343], [1.917, 0.686, 3.296], [0.702, 0.731, -1.871], [-0.323, -2.524, -1.784], [1.160, -1.817, -2.414], [1.199, -2.263, -0.665], [-2.489, 0.858, -0.104], [-2.473, 0.906, -1.887], [-2.680, -0.594, -1.233]],
  "forces_ev_per_angstrom": [[1.8, 2.6, -3.0], [-0.2, -0.4, -0.3], [0.2, -0.1, 1.4], [-2.1, -0.7, -0.9], [0.1, -1.5, -2.2], [-2.0, -1.8, -0.2], [-0.7, -0.8, 1.3], [-2.2, 1.1, 1.4], [1.7, -2.0, 1.1], [0.6, 1.2, -0.8], [1.1, 0.7, 1.1], [-1.0, 0.4, 1.7], [-1.0, 0.3, -0.5], [1.2, -0.8, -1.2], [1.0, 0.4, 0.2], [1.5, 1.3, 0.9]],
  "orbital_gap_ev": 11.49,
  "e_tot_ev": -13670.4441,
  "charge": 1,
  "smiles": "CC#[N+][SiH](C)C",
  "homo_ev": -15.3,
  "e_above_lowest_kj_mol": 61.32
}

***

No. 2
{
  "formula": "C3H8N3P",
  "method": "wB97M-V/def2-TZVPD",
  "elements": ["C", "C", "C", "N", "N", "N", "P", "H", "H", "H", "H", "H", "H", "H", "H"],
  "positions_angstrom": [[0.007, 0.887, 0.035], [-1.487, 1.188, 0.003], [1.240, -1.220, 0.585], [0.658, 1.889, -0.827], [-0.162, -1.034, -1.333], [0.216, -0.508, -0.159], [1.103, 1.675, -2.316], [0.421, 1.078, 1.128], [-1.747, 2.117, 0.634], [-2.083, 0.332, 0.338], [-1.805, 1.259, -1.045], [2.337, -1.006, 0.151], [1.184, -0.738, 1.564], [1.039, -2.360, 0.462], [0.369, -1.959, -1.458]],
  "forces_ev_per_angstrom": [[0.0, 1.1, 3.2], [-1.0, 0.8, 0.4], [1.7, 0.0, -1.2], [0.5, -1.1, -1.4], [0.7, -0.5, -0.3], [0.7, -1.7, -1.5], [-0.3, 0.0, 1.2], [-0.8, -0.2, -2.1], [0.4, -1.4, -1.3], [0.3, 0.1, 0.5], [0.1, 0.6, 0.2], [-2.2, -0.4, 0.8], [0.4, -1.0, 0.4], [0.3, 2.1, 0.9], [-1.0, 1.7, 0.3]],
  "orbital_gap_ev": [7.07, 7.52],
  "e_tot_ev": -16995.5903,
  "charge": 0,
  "homo_ev": [-7.3, -7.6],
  "e_above_lowest_kj_mol": 240.57
}

***

Please write out number 2 again, unchanged.
{
  "formula": "C3H8N3P",
  "method": "wB97M-V/def2-TZVPD",
  "elements": ["C", "C", "C", "N", "N", "N", "P", "H", "H", "H", "H", "H", "H", "H", "H"],
  "positions_angstrom": [[0.007, 0.887, 0.035], [-1.487, 1.188, 0.003], [1.240, -1.220, 0.585], [0.658, 1.889, -0.827], [-0.162, -1.034, -1.333], [0.216, -0.508, -0.159], [1.103, 1.675, -2.316], [0.421, 1.078, 1.128], [-1.747, 2.117, 0.634], [-2.083, 0.332, 0.338], [-1.805, 1.259, -1.045], [2.337, -1.006, 0.151], [1.184, -0.738, 1.564], [1.039, -2.360, 0.462], [0.369, -1.959, -1.458]],
  "forces_ev_per_angstrom": [[0.0, 1.1, 3.2], [-1.0, 0.8, 0.4], [1.7, 0.0, -1.2], [0.5, -1.1, -1.4], [0.7, -0.5, -0.3], [0.7, -1.7, -1.5], [-0.3, 0.0, 1.2], [-0.8, -0.2, -2.1], [0.4, -1.4, -1.3], [0.3, 0.1, 0.5], [0.1, 0.6, 0.2], [-2.2, -0.4, 0.8], [0.4, -1.0, 0.4], [0.3, 2.1, 0.9], [-1.0, 1.7, 0.3]],
  "orbital_gap_ev": [7.07, 7.52],
  "e_tot_ev": -16995.5903,
  "charge": 0,
  "homo_ev": [-7.3, -7.6],
  "e_above_lowest_kj_mol": 240.57
}

***

Which formula does entry 1 have? C4H10NSi